# 1
ORCA calculation (ωB97M-V with the def2-TZVPD basis set) on C49H45AsBBrN6O3SeTi as an isolated structure.

Summary:
Gap between HOMO and LUMO (alpha / beta) = 0.23030 / 0.23155 Ha
E_HOMO (alpha / beta) = -9.37 / -10.02 eV

```
! RIJCOSX wB97M-V def2-TZVPD def2/J DEFGRID3
* xyz 1 2
Ti -0.106 -0.647 -0.225
Br -4.465 -6.693 0.929
C -3.408 -5.265 0.281
C -2.811 -5.361 -0.966
C -2.083 -4.298 -1.458
C -1.910 -3.125 -0.705
C -2.472 -3.080 0.581
C -3.229 -4.130 1.059
N -1.213 -2.028 -1.216
C -1.314 -1.765 -2.518
C -0.743 -0.583 -3.014
C -0.839 -0.154 -4.362
C -0.309 1.054 -4.724
C 0.323 1.838 -3.743
C 0.395 1.361 -2.455
N -0.108 0.187 -2.076
H -2.910 -6.262 -1.551
H -1.612 -4.395 -2.427
H -2.333 -2.204 1.202
H -3.689 -4.070 2.032
H -1.905 -2.391 -3.181
H -1.347 -0.778 -5.082
H -0.385 1.422 -5.735
H 0.733 2.804 -3.982
H 0.844 1.952 -1.671
C -2.315 5.391 0.240
N -1.871 4.096 -0.232
C -2.398 3.611 -1.494
C -1.039 3.327 0.491
C -0.683 3.820 1.867
O -0.582 2.256 0.066
H -2.805 5.924 -0.571
H -1.464 5.987 0.572
H -3.020 5.301 1.069
H -2.826 4.440 -2.052
H -3.173 2.857 -1.331
H -1.603 3.151 -2.082
H -1.584 4.067 2.424
H -0.047 4.703 1.838
H -0.142 3.022 2.375
C 2.838 1.962 -0.141
C 3.012 0.535 -0.504
N 2.068 -0.388 -0.557
C 2.670 -1.536 -1.013
C 3.993 -1.299 -1.224
N 4.196 0.013 -0.898
H 1.872 2.108 0.352
H 2.891 2.588 -1.033
H 3.632 2.288 0.527
H 2.138 -2.465 -1.148
H 4.778 -1.944 -1.561
H 5.080 0.499 -0.928
O -2.276 0.655 1.851
B -1.814 0.142 0.654
O -2.886 0.044 -0.244
C -3.991 0.490 0.414
C -5.296 0.570 -0.022
C -6.226 1.063 0.881
C -5.853 1.465 2.157
C -4.540 1.381 2.598
C -3.616 0.877 1.706
H -5.570 0.252 -1.015
H -7.262 1.126 0.587
H -6.610 1.841 2.827
H -4.264 1.679 3.595
C 3.939 4.512 3.859
C 4.419 3.388 3.207
C 3.577 2.312 2.993
C 2.243 2.336 3.390
C 1.785 3.458 4.072
C 2.628 4.533 4.302
As 1.077 0.786 2.859
C 2.217 -0.448 3.862
C 3.375 -1.060 3.418
C 4.100 -1.881 4.269
C 3.658 -2.095 5.565
C 2.486 -1.512 6.011
C 1.757 -0.687 5.165
C 0.507 -0.016 5.496
C -0.186 -0.137 6.694
C -1.374 0.545 6.883
C -1.884 1.352 5.880
C -1.204 1.472 4.678
C -0.014 0.795 4.476
H 4.585 5.358 4.032
H 5.443 3.351 2.863
H 3.969 1.412 2.535
H 0.767 3.495 4.447
H 2.255 5.391 4.838
H 3.707 -0.925 2.391
H 5.006 -2.360 3.922
H 4.224 -2.731 6.229
H 2.141 -1.702 7.015
H 0.199 -0.769 7.480
H -1.911 0.446 7.814
H -2.814 1.885 6.036
H -1.623 2.076 3.886
Se 0.488 -2.221 1.623
C 1.367 -3.909 1.279
C 2.293 -4.361 2.214
C 2.881 -5.596 2.014
N 2.599 -6.377 0.986
C 1.722 -5.947 0.099
C 1.085 -4.718 0.185
H 2.534 -3.760 3.077
H 3.613 -5.980 2.713
H 1.518 -6.626 -0.720
H 0.367 -4.424 -0.569
*
```

# 2
ORCA calculation (ωB97M-V with the def2-TZVPD basis set) on C39H53GeN2NiOP2 as an isolated structure.

Summary:
Gap between HOMO and LUMO (alpha / beta) = 0.27586 / 0.25067 Ha
E_HOMO (alpha / beta) = -16.12 / -16.54 eV
Energy relative to the best compared isomer or geometry (same formula, charge and spin) = 3.3 kcal per mole

```
! RIJCOSX wB97M-V def2-TZVPD def2/J DEFGRID3
* xyz 3 3
Ni 0.360 -0.168 0.777
C -2.058 2.005 3.627
N -1.148 1.303 2.704
P -0.312 -0.148 2.991
C 0.750 -0.016 4.409
C 0.215 0.015 5.701
C 1.060 0.147 6.788
C 2.435 0.225 6.593
C 2.972 0.171 5.314
C 2.131 0.055 4.219
C -1.495 -1.475 3.267
C -0.963 -2.743 3.524
C -1.807 -3.834 3.653
C -3.183 -3.667 3.530
C -3.714 -2.410 3.276
C -2.873 -1.312 3.140
P -0.488 1.902 1.261
C 1.203 2.433 1.595
C 2.206 1.831 0.830
C 3.548 2.074 1.095
C 3.884 2.937 2.129
C 2.891 3.549 2.889
C 1.554 3.300 2.628
C -1.430 3.292 0.681
C -2.827 3.218 0.624
C -3.553 4.289 0.138
C -2.890 5.427 -0.313
C -1.504 5.490 -0.286
C -0.766 4.425 0.206
H -1.953 1.579 4.624
H -3.093 1.911 3.308
H -1.800 3.062 3.688
H -0.851 -0.095 5.867
H 0.653 0.173 7.789
H 3.092 0.317 7.447
H 4.043 0.214 5.173
H 2.549 0.026 3.219
H 0.106 -2.876 3.654
H -1.397 -4.810 3.872
H -3.842 -4.517 3.649
H -4.785 -2.278 3.201
H -3.301 -0.339 2.940
H 1.957 1.225 -0.053
H 4.321 1.616 0.492
H 4.924 3.145 2.338
H 3.167 4.224 3.687
H 0.789 3.771 3.233
H -3.350 2.332 0.961
H -4.633 4.242 0.110
H -3.459 6.266 -0.688
H -0.994 6.375 -0.640
H 0.314 4.490 0.233
C 2.828 1.743 -5.697
C 3.343 1.320 -4.329
C 2.381 1.656 -3.190
C 1.201 0.675 -3.130
Ge 1.968 -1.083 -2.803
C 1.944 -2.745 -3.797
C 0.649 -3.198 -4.479
C -0.126 -2.087 -5.177
C 0.682 -1.394 -6.264
H 3.535 1.482 -6.481
H 2.692 2.825 -5.723
H 1.870 1.284 -5.947
H 4.311 1.787 -4.142
H 3.555 0.232 -4.330
H 2.002 2.673 -3.317
H 2.913 1.642 -2.233
H 0.615 0.677 -4.048
H 0.522 0.906 -2.300
H 3.151 -0.971 -1.834
H 2.336 -3.498 -3.108
H 2.742 -2.589 -4.533
H 0.006 -3.696 -3.748
H 0.911 -3.967 -5.210
H -0.474 -1.353 -4.433
H -1.032 -2.511 -5.613
H 1.584 -0.913 -5.876
H 0.097 -0.626 -6.769
H 1.003 -2.112 -7.018
O 0.684 -1.522 -1.071
C -0.232 -2.251 -0.639
C -0.379 -3.699 -0.880
C -1.849 -4.051 -1.192
C -2.588 -3.006 -2.040
C -3.203 -1.849 -1.243
C -2.202 -0.859 -0.679
N -1.153 -1.565 0.160
H -0.040 -4.208 0.032
H 0.309 -3.990 -1.673
H -2.394 -4.223 -0.260
H -1.839 -5.010 -1.709
H -3.394 -3.508 -2.573
H -1.925 -2.612 -2.821
H -3.810 -2.252 -0.426
H -3.888 -1.289 -1.883
H -2.670 -0.128 -0.019
H -1.667 -0.318 -1.463
H -1.629 -2.186 0.817
*
```

# 3
ORCA calculation (ωB97M-V with the def2-TZVPD basis set) on a 2-piece molecular cluster, C3H12NSi overall.

Summary:
Gap between HOMO and LUMO = 0.37264 Ha
E_HOMO = -14.12 eV
Energy relative to the best compared isomer or geometry (same formula, charge and spin) = 99.1 kcal per mole

```
! RIJCOSX wB97M-V def2-TZVPD def2/J DEFGRID3
* xyz 1 1
C 0.008 0.319 -1.477
C 0.110 0.595 1.621
C -0.759 -0.340 -0.318
N 1.006 1.575 0.926
Si -0.786 -2.248 -0.252
H 1.070 0.228 -1.441
H -0.200 1.366 -1.690
H -0.263 -0.152 -2.458
H 0.764 -0.095 2.233
H -0.573 1.079 2.239
H -1.802 0.215 -0.330
H 1.781 2.060 1.419
H 0.461 2.316 0.568
H 1.401 1.112 -0.061
H -0.171 -2.715 -1.575
H -2.291 -2.648 -0.171
H 0.247 -2.667 0.768
*
```

# 4
ORCA calculation (ωB97M-V with the def2-TZVPD basis set) on one molecule with the formula CCl4OS.

Summary:
Gap between HOMO and LUMO = 0.35149 Ha
E_HOMO = -10.69 eV
Energy relative to the best compared isomer or geometry (same formula, charge and spin) = 21.9 kcal per mole

```
! RIJCOSX wB97M-V def2-TZVPD def2/J DEFGRID3
* xyz 0 1
O 0.584 1.251 -1.543
Cl 0.000 -1.547 -2.078
Cl -0.764 -1.605 1.030
Cl 0.960 0.719 1.993
Cl -1.564 1.137 0.669
S 0.952 0.015 -0.833
C -0.169 0.029 0.761
*
```

# 5
ORCA calculation (ωB97M-V with the def2-TZVPD basis set) on a 11-piece molecular cluster, C44H117N7O15 overall.

Summary:
Gap between HOMO and LUMO (alpha / beta) = 0.28878 / 0.09188 Ha
E_HOMO (alpha / beta) = -10.14 / -10.14 eV

```
! RIJCOSX wB97M-V def2-TZVPD def2/J DEFGRID3
* xyz 1 2
C -3.604 -4.363 4.241
C -4.832 -4.471 3.383
C -5.641 -3.128 3.505
O -6.709 -2.915 2.589
C -7.896 -3.599 2.818
N -4.395 -4.795 2.046
H -3.000 -5.258 4.096
H -3.764 -4.246 5.313
H -2.932 -3.592 3.864
H -5.474 -5.218 3.849
H -4.981 -2.279 3.326
H -5.871 -2.853 4.534
H -7.915 -4.684 2.714
H -8.771 -3.235 2.280
H -8.019 -3.638 3.901
H -3.398 -4.663 1.953
H -4.739 -4.204 1.303
C -2.025 -5.758 -1.221
C -1.459 -4.613 -0.315
C -0.853 -5.229 0.917
O -0.414 -4.211 1.851
C -0.043 -4.759 3.158
N -0.465 -3.830 -1.125
H -1.167 -6.395 -1.435
H -2.358 -5.421 -2.203
H -2.831 -6.277 -0.702
H -2.213 -3.887 -0.010
H -0.132 -6.024 0.726
H -1.749 -5.662 1.361
H 0.157 -4.013 3.927
H 0.875 -5.334 3.036
H -0.921 -5.346 3.428
H -0.355 -2.967 -0.611
H -0.893 -3.468 -1.965
C 8.112 -3.512 4.556
C 9.322 -3.511 5.528
C 9.624 -2.245 6.307
O 10.124 -1.274 5.537
C 9.432 -0.002 5.480
N 9.243 -4.641 6.359
H 7.275 -3.347 5.235
H 8.186 -4.465 4.034
H 8.248 -2.772 3.768
H 10.259 -3.700 5.004
H 10.301 -2.387 7.150
H 8.641 -1.953 6.675
H 9.673 0.767 4.746
H 9.575 0.436 6.467
H 8.351 -0.125 5.401
H 10.092 -4.567 6.901
H 8.504 -4.605 7.046
C 6.893 1.779 1.695
C 6.774 0.254 1.860
O 6.660 -0.361 0.565
H 7.631 1.966 0.915
H 7.246 2.334 2.564
H 5.950 2.239 1.398
H 5.877 0.083 2.456
H 7.682 0.039 2.424
H 7.268 0.088 -0.026
C 7.756 -1.875 -2.777
C 6.277 -2.198 -2.458
O 6.230 -2.961 -1.228
H 7.765 -1.361 -3.738
H 8.382 -2.759 -2.900
H 8.187 -1.278 -1.972
H 5.794 -2.794 -3.232
H 5.712 -1.286 -2.268
H 6.151 -2.297 -0.539
C 0.939 3.838 -1.304
C 1.410 4.194 0.032
O 2.762 3.815 0.215
H 0.300 2.960 -1.399
H 1.837 3.675 -1.900
H 0.217 4.469 -1.823
H 0.819 3.792 0.854
H 1.395 5.282 -0.031
H 3.184 4.126 -0.589
C 1.571 2.839 5.947
C 1.495 3.381 4.545
O 0.539 4.489 4.531
H 2.434 2.172 5.969
H 0.683 2.293 6.264
H 1.624 3.601 6.724
H 1.293 2.566 3.850
H 2.482 3.661 4.177
H 0.072 4.629 3.705
C 5.063 -3.312 2.613
O 4.286 -2.163 2.759
C 3.214 -2.085 1.797
C 2.554 -0.719 1.807
N 1.466 -0.746 0.850
C 0.774 0.546 0.826
C -0.573 0.423 0.001
O -1.768 0.206 0.750
C -1.646 -0.915 1.641
H 5.616 -3.449 3.542
H 5.737 -3.428 1.764
H 4.404 -4.179 2.652
H 2.475 -2.849 2.039
H 3.585 -2.393 0.819
H 3.260 0.111 1.780
H 2.194 -0.796 2.833
H 0.881 -1.561 0.968
H 1.438 1.303 0.409
H 0.417 0.790 1.826
H -0.426 -0.302 -0.799
H -0.695 1.347 -0.564
H -1.036 -1.675 1.152
H -2.678 -1.245 1.755
H -1.187 -0.788 2.621
C -1.239 -0.542 -8.139
O -2.582 -0.067 -7.964
C -3.547 -1.090 -8.009
C -3.570 -1.954 -6.739
N -3.378 -1.277 -5.493
C -4.595 -0.878 -4.882
C -4.295 -0.316 -3.504
O -3.619 0.924 -3.594
C -3.270 1.325 -2.359
H -0.612 -0.638 -7.253
H -0.725 0.257 -8.674
H -1.083 -1.419 -8.768
H -3.339 -1.864 -8.748
H -4.525 -0.746 -8.344
H -2.699 -2.598 -6.867
H -4.475 -2.561 -6.731
H -2.817 -0.465 -5.709
H -5.261 -1.740 -4.830
H -5.088 -0.092 -5.454
H -3.517 -0.965 -3.102
H -5.105 -0.408 -2.780
H -4.191 1.422 -1.785
H -2.848 2.323 -2.483
H -2.515 0.652 -1.953
C -1.952 4.952 -3.961
O -1.918 3.765 -4.624
C -0.696 3.569 -5.303
C -0.767 2.155 -5.931
N -1.024 1.031 -5.034
C -0.013 0.781 -4.034
C 1.471 0.558 -4.602
O 2.396 0.717 -3.542
C 2.584 -0.304 -2.521
H -2.001 5.877 -4.537
H -1.082 5.041 -3.311
H -2.745 5.158 -3.242
H 0.260 3.541 -4.781
H -0.555 4.352 -6.048
H 0.171 2.066 -6.479
H -1.386 2.149 -6.829
H -1.901 1.148 -4.546
H -0.314 -0.040 -3.383
H 0.020 1.597 -3.312
H 1.812 1.277 -5.346
H 1.593 -0.413 -5.082
H 3.083 -1.184 -2.926
H 1.729 -0.675 -1.955
H 3.258 0.078 -1.754
C -5.025 1.881 1.274
O -5.450 3.251 0.995
C -5.800 3.481 -0.435
C -6.264 4.879 -0.392
N -7.661 4.955 0.178
C -8.015 6.310 0.687
C -7.979 7.512 -0.274
O -6.574 8.052 -0.434
C -6.064 8.778 0.612
H -4.718 1.923 2.319
H -4.176 1.534 0.685
H -5.952 1.315 1.185
H -6.461 2.733 -0.871
H -4.941 3.260 -1.069
H -6.344 5.288 -1.399
H -5.571 5.467 0.211
H -7.634 4.334 0.974
H -7.637 6.497 1.692
H -9.081 6.168 0.861
H -8.673 8.257 0.117
H -8.280 7.232 -1.283
H -6.852 9.009 1.329
H -5.703 9.762 0.311
H -5.100 8.363 0.906
*
```

# 6
ORCA calculation (ωB97M-V with the def2-TZVPD basis set) on C24H22BN8PPtS2 as an isolated structure.

Summary:
Gap between HOMO and LUMO (alpha / beta) = 0.21153 / 0.16270 Ha
E_HOMO (alpha / beta) = -16.89 / -16.89 eV
Energy relative to the best compared isomer or geometry (same formula, charge and spin) = 0.0 kcal per mole

```
! RIJCOSX wB97M-V def2-TZVPD def2/J DEFGRID3
* xyz 3 2
Pt -0.184 -0.828 0.644
C -3.259 -0.160 3.427
C -2.713 -0.815 2.329
N -1.524 -0.274 2.056
N -1.284 0.722 2.929
C -2.329 0.798 3.775
B -0.028 1.586 2.681
N 1.188 0.661 2.871
C 2.330 0.652 3.588
C 3.131 -0.382 3.147
C 2.418 -0.995 2.129
N 1.250 -0.364 1.985
N -0.021 2.087 1.203
C 0.176 3.321 0.683
C 0.175 3.246 -0.690
C -0.015 1.896 -0.971
N -0.130 1.213 0.163
N -0.078 2.817 3.628
C -0.945 3.789 3.615
C -0.610 4.691 4.693
C 0.538 4.090 5.294
N 0.846 2.981 4.699
H -4.207 -0.355 3.896
H -3.110 -1.620 1.735
H -2.355 1.515 4.579
H 2.502 1.380 4.358
H 4.108 -0.649 3.510
H 2.672 -1.841 1.512
H 0.324 4.183 1.310
H 0.301 4.053 -1.391
H -0.071 1.394 -1.924
H -1.752 3.858 2.898
H -1.151 5.576 4.996
H 1.105 4.437 6.145
S -0.255 -3.034 1.423
P -0.065 -3.727 -0.500
S -0.154 -1.815 -1.369
C -1.384 -4.755 -1.042
C -1.118 -5.745 -1.997
C -2.168 -6.490 -2.505
C -3.463 -6.259 -2.060
C -3.727 -5.279 -1.106
C -2.691 -4.526 -0.592
C 1.535 -4.398 -0.862
C 2.080 -4.253 -2.142
C 3.298 -4.847 -2.426
C 3.961 -5.575 -1.445
C 3.414 -5.719 -0.175
C 2.199 -5.128 0.128
H -0.106 -5.946 -2.324
H -1.973 -7.259 -3.239
H -4.275 -6.860 -2.447
H -4.740 -5.112 -0.767
H -2.886 -3.780 0.168
H 1.566 -3.689 -2.912
H 3.729 -4.741 -3.411
H 4.913 -6.035 -1.673
H 3.929 -6.302 0.576
H 1.770 -5.251 1.115
*
```

| no. | DFT total energy (Ha) |
| --- | --- |
| 1 | -10533.961217 |
| 2 | -5969.701258 |
| 3 | -465.343950 |
| 4 | -2352.252511 |
| 5 | -3257.685403 |
| 6 | -2646.815216 |